No. 1
{
  "formula": "C32H35F4N6P",
  "method": "ωB97M-V/def2-TZVPD",
  "elements": ["F", "C", "F", "C", "F", "F", "P", "H", "H", "H", "H", "H", "C", "C", "C", "N", "C", "C", "H", "H", "H", "H", "H", "C", "C", "C", "N", "C", "C", "H", "H", "H", "H", "H", "C", "C", "C", "N", "C", "C", "H", "H", "H", "H", "H", "C", "C", "C", "N", "C", "C", "H", "H", "H", "H", "H", "C", "C", "C", "N", "C", "C", "H", "H", "H", "H", "H", "C", "C", "C", "N", "C", "C", "H", "H", "H", "H", "H"],
  "coordinates": [[2.14, -3.45, -1.73], [1.59, -3.13, -2.98], [2.55, -2.64, -3.86], [0.37, -2.09, -2.83], [0.29, -1.62, -1.51], [0.53, -1.06, -3.78], [-1.25, -3.03, -3.22], [1.20, -4.12, -3.39], [-2.05, -1.84, -3.24], [-0.64, -3.46, -4.46], [-1.09, -3.76, -1.98], [-2.40, -3.88, -3.56], [0.42, 0.07, 2.52], [-0.22, -0.58, 3.57], [-0.22, -1.97, 3.58], [0.36, -2.72, 2.63], [0.96, -2.07, 1.63], [1.02, -0.69, 1.52], [0.44, 1.15, 2.47], [-0.70, -0.02, 4.36], [-0.70, -2.52, 4.38], [1.41, -2.71, 0.87], [1.53, -0.22, 0.69], [3.29, 3.74, -1.46], [3.93, 3.42, -0.28], [4.03, 2.08, 0.07], [3.53, 1.08, -0.67], [2.91, 1.42, -1.81], [2.76, 2.73, -2.25], [3.19, 4.78, -1.76], [4.35, 4.18, 0.36], [4.52, 1.77, 0.98], [2.51, 0.59, -2.39], [2.26, 2.95, -3.18], [-1.08, 7.51, -0.40], [-0.65, 6.36, 0.24], [0.71, 6.13, 0.35], [1.65, 6.97, -0.13], [1.21, 8.08, -0.74], [-0.13, 8.39, -0.90], [-2.14, 7.72, -0.50], [-1.36, 5.65, 0.64], [1.09, 5.24, 0.84], [1.98, 8.73, -1.12], [-0.43, 9.31, -1.40], [-5.10, -5.01, 0.72], [-4.02, -4.14, 0.66], [-3.94, -3.28, -0.42], [-4.84, -3.23, -1.41], [-5.87, -4.08, -1.33], [-6.05, -4.98, -0.29], [-5.20, -5.71, 1.55], [-3.26, -4.14, 1.43], [-3.12, -2.58, -0.51], [-6.59, -4.02, -2.15], [-6.91, -5.65, -0.28], [-6.04, -8.88, 5.82], [-4.96, -8.01, 5.76], [-4.88, -7.15, 4.68], [-5.78, -7.10, 3.69], [-6.81, -7.95, 3.77], [-6.98, -8.85, 4.81], [-6.14, -9.58, 6.64], [-4.20, -8.01, 6.53], [-4.05, -6.45, 4.59], [-7.52, -7.89, 2.95], [-7.84, -9.52, 4.82], [6.80, 7.82, -2.19], [7.96, 7.45, -2.86], [8.08, 6.13, -3.27], [7.15, 5.19, -3.06], [6.04, 5.58, -2.41], [5.82, 6.87, -1.96], [6.67, 8.84, -1.85], [8.75, 8.16, -3.05], [8.97, 5.79, -3.80], [5.30, 4.80, -2.25], [4.90, 7.13, -1.44]],
  "homo_energy_ev": -9.1,
  "gap_ha": 0.356,
  "e_above_lowest_kj_mol": 0.00,
  "smiles": "FC(F)C(F)(F)[PH4].c1ccncc1.c1ccncc1.c1ccncc1.c1ccncc1.c1ccncc1.c1ccncc1",
  "largest_force_ev_per_a": 2.06,
  "lumo_energy_ev": 0.62
}


No. 2
{
  "formula": "C32H35IN4OPdSSe2Te3",
  "method": "ωB97M-V/def2-TZVPD",
  "elements": ["Pd", "Se", "Te", "Te", "Se", "I", "C", "C", "C", "C", "C", "N", "H", "H", "H", "H", "C", "N", "C", "C", "N", "C", "S", "H", "H", "H", "H", "H", "H", "H", "H", "C", "C", "C", "C", "C", "C", "Te", "N", "C", "O", "C", "C", "C", "C", "C", "C", "C", "C", "C", "C", "C", "C", "C", "C", "C", "C", "H", "H", "H", "H", "H", "H", "H", "H", "H", "H", "H", "H", "H", "H", "H", "H", "H", "H", "H", "H", "H", "H", "H"],
  "coordinates": [[0.13, 0.00, -0.07], [-1.02, 2.08, -0.11], [-2.31, 1.44, -2.10], [-4.02, -0.84, 0.52], [-2.09, -0.79, -0.95], [0.39, 2.39, 3.34], [-0.42, 0.51, 3.79], [-0.54, 0.14, 5.13], [-1.03, -1.12, 5.40], [-1.37, -1.96, 4.34], [-1.21, -1.48, 3.05], [-0.76, -0.25, 2.78], [-0.24, 0.82, 5.91], [-1.14, -1.45, 6.42], [-1.74, -2.96, 4.50], [-1.46, -2.09, 2.19], [3.83, -1.98, -0.82], [2.79, -1.93, -1.82], [3.09, -1.47, -3.17], [1.71, -1.51, -3.84], [0.82, -1.54, -2.69], [1.49, -1.95, -1.57], [0.76, -2.51, -0.13], [4.31, -1.00, -0.75], [4.57, -2.73, -1.08], [3.37, -2.22, 0.14], [3.81, -2.13, -3.64], [3.50, -0.46, -3.14], [1.58, -2.40, -4.46], [1.53, -0.62, -4.45], [-0.14, -1.85, -2.77], [2.17, 9.52, -2.30], [2.14, 8.06, -1.93], [0.94, 7.39, -1.76], [0.89, 6.04, -1.42], [-0.46, 5.40, -1.22], [2.08, 5.31, -1.25], [2.05, 3.20, -0.59], [2.00, 0.71, 0.16], [2.53, 0.24, 1.27], [2.03, -0.60, 2.07], [3.98, 0.62, 1.61], [4.46, 1.92, 1.74], [5.79, 2.16, 2.05], [6.67, 1.11, 2.25], [6.20, -0.19, 2.15], [4.87, -0.43, 1.86], [3.20, 2.49, -2.21], [4.52, 2.13, -1.97], [5.35, 1.70, -3.00], [4.84, 1.61, -4.29], [3.51, 1.92, -4.52], [2.67, 2.35, -3.50], [1.21, 2.59, -3.78], [3.30, 6.00, -1.37], [4.63, 5.34, -1.13], [3.31, 7.35, -1.72], [1.16, 9.91, -2.44], [2.72, 9.68, -3.22], [2.65, 10.11, -1.52], [0.00, 7.92, -1.89], [-1.25, 6.14, -1.35], [-0.56, 4.97, -0.23], [-0.62, 4.59, -1.93], [3.78, 2.75, 1.61], [6.13, 3.19, 2.15], [7.71, 1.31, 2.49], [6.87, -1.02, 2.33], [4.49, -1.44, 1.83], [4.91, 2.19, -0.96], [6.37, 1.42, -2.79], [5.47, 1.29, -5.11], [3.10, 1.83, -5.53], [0.99, 2.42, -4.84], [0.92, 3.61, -3.52], [0.58, 1.92, -3.18], [4.55, 4.51, -0.43], [5.34, 6.07, -0.72], [5.06, 4.94, -2.05], [4.26, 7.86, -1.81]],
  "homo_energy_ev": [-3.9, -3.8],
  "spin_multiplicity": 2,
  "gap_ha": [0.212, 0.169],
  "charge": -1,
  "e_above_lowest_kj_mol": 0.00,
  "s2": 0.758,
  "largest_force_ev_per_a": 1.38,
  "lumo_energy_ev": [1.90, 0.75]
}


No. 3
{
  "formula": "C32H36AgCl2N3O3SSi",
  "method": "ωB97M-V/def2-TZVPD",
  "elements": ["Ag", "C", "O", "C", "C", "C", "C", "C", "C", "N", "C", "N", "C", "C", "C", "C", "C", "C", "O", "C", "N", "C", "C", "C", "C", "C", "C", "O", "C", "H", "H", "H", "H", "H", "H", "H", "H", "H", "H", "H", "H", "H", "H", "H", "H", "H", "H", "H", "H", "H", "H", "Cl", "C", "C", "C", "C", "C", "Cl", "C", "S", "H", "H", "H", "C", "Si", "C", "C", "C", "H", "H", "H", "H", "H", "H", "H", "H", "H", "H", "H"],
  "coordinates": [[0.29, -0.06, 0.02], [-6.03, -1.21, 0.21], [-5.34, -0.45, -0.74], [-5.87, -0.32, -2.00], [-7.19, -0.59, -2.33], [-7.67, -0.36, -3.62], [-6.82, 0.15, -4.59], [-5.50, 0.41, -4.28], [-4.99, 0.17, -2.99], [-3.66, 0.49, -2.75], [-2.77, 0.00, -1.78], [-2.90, -1.31, -1.52], [-2.26, -2.18, -0.63], [-1.12, -1.86, 0.14], [-0.69, -2.91, 0.97], [-1.29, -4.16, 1.04], [-2.38, -4.44, 0.23], [-2.85, -3.45, -0.61], [-3.95, -3.73, -1.47], [-3.59, -4.56, -2.54], [-1.80, 0.74, -1.39], [-1.72, 2.06, -1.72], [-0.60, 2.50, -2.43], [-0.40, 3.84, -2.70], [-1.32, 4.77, -2.26], [-2.44, 4.36, -1.54], [-2.66, 3.02, -1.28], [-3.75, 2.52, -0.59], [-4.60, 3.40, 0.06], [-5.35, -1.29, 1.06], [-6.25, -2.22, -0.17], [-6.96, -0.73, 0.53], [-7.87, -0.96, -1.57], [-8.70, -0.57, -3.85], [-7.18, 0.33, -5.59], [-4.83, 0.81, -5.03], [-3.35, 1.36, -3.15], [-3.69, -1.76, -1.97], [0.17, -2.76, 1.60], [-0.90, -4.92, 1.70], [-2.85, -5.42, 0.24], [-4.50, -4.72, -3.13], [-3.20, -5.52, -2.20], [-2.83, -4.09, -3.18], [0.13, 1.76, -2.73], [0.48, 4.16, -3.23], [-1.17, 5.83, -2.46], [-3.14, 5.11, -1.19], [-5.32, 2.77, 0.59], [-5.14, 4.05, -0.64], [-4.07, 4.03, 0.79], [1.21, -0.51, 2.79], [2.79, -1.20, 2.92], [3.36, -1.24, 4.17], [4.62, -1.77, 4.37], [5.32, -2.27, 3.28], [4.73, -2.25, 2.03], [5.65, -2.92, 0.72], [3.45, -1.72, 1.77], [2.79, -1.76, 0.20], [2.80, -0.84, 5.01], [5.06, -1.80, 5.36], [6.31, -2.69, 3.39], [3.39, 4.24, -0.92], [2.95, 2.36, -0.70], [4.50, 1.71, 0.22], [3.07, 1.69, -2.50], [1.35, 1.99, 0.19], [4.27, 4.40, -1.54], [3.58, 4.71, 0.04], [2.56, 4.77, -1.38], [5.43, 2.11, -0.16], [4.55, 0.63, 0.14], [4.44, 1.95, 1.28], [4.10, 1.63, -2.85], [2.52, 2.31, -3.21], [2.65, 0.69, -2.56], [0.60, 2.74, -0.08], [1.54, 2.14, 1.27]],
  "homo_energy_ev": -0.3,
  "gap_ha": 0.153,
  "charge": -2,
  "e_above_lowest_kj_mol": 170.92,
  "largest_force_ev_per_a": 1.06,
  "lumo_energy_ev": 3.85
}


No. 4
{
  "formula": "C32H36ClN3O4",
  "method": "ωB97M-V/def2-TZVPD",
  "elements": ["C", "C", "O", "C", "C", "N", "C", "C", "C", "C", "C", "Cl", "C", "C", "O", "H", "H", "H", "H", "H", "H", "H", "H", "H", "H", "H", "C", "C", "N", "C", "C", "C", "C", "C", "C", "C", "C", "C", "N", "C", "C", "O", "C", "C", "C", "C", "C", "C", "C", "C", "O", "H", "H", "H", "H", "H", "H", "H", "H", "H", "H", "H", "H", "H", "H", "H", "H", "H", "H", "H", "H", "H", "H", "H", "H", "H"],
  "coordinates": [[-6.27, 0.67, 3.30], [-4.92, 1.23, 2.91], [-3.91, 0.43, 3.58], [-2.65, 0.89, 3.41], [-1.71, 0.03, 4.18], [-0.46, 0.22, 4.05], [0.59, -0.44, 4.41], [1.90, 0.11, 4.13], [3.11, -0.63, 4.15], [4.31, -0.01, 3.86], [4.33, 1.37, 3.57], [5.82, 2.15, 3.25], [3.14, 2.11, 3.53], [1.93, 1.47, 3.78], [-2.34, 1.85, 2.73], [-7.04, 1.04, 2.62], [-6.28, -0.42, 3.28], [-6.52, 1.00, 4.32], [-4.77, 1.16, 1.82], [-4.81, 2.27, 3.24], [-2.18, -0.74, 4.80], [0.52, -1.44, 4.87], [3.07, -1.70, 4.38], [5.25, -0.57, 3.87], [3.15, 3.18, 3.32], [1.00, 2.00, 3.70], [-9.82, -2.56, 8.01], [-8.61, -2.47, 7.12], [-8.29, -3.84, 6.68], [-7.04, -3.95, 6.02], [-6.56, -2.89, 5.21], [-5.28, -2.96, 4.69], [-4.43, -4.08, 4.96], [-3.10, -4.06, 4.47], [-2.07, -4.93, 4.92], [-2.00, -5.36, 6.27], [-0.95, -6.14, 6.72], [0.02, -6.61, 5.81], [1.09, -7.42, 6.22], [1.69, -7.11, 7.52], [2.96, -7.93, 7.66], [2.68, -9.33, 7.52], [2.16, -9.65, 6.22], [0.92, -8.83, 5.87], [-0.09, -6.29, 4.44], [-1.05, -5.39, 4.02], [-4.99, -5.18, 5.69], [-6.29, -5.13, 6.17], [-9.38, -4.46, 5.93], [-10.66, -4.43, 6.76], [-10.93, -3.15, 7.32], [-9.53, -3.14, 8.91], [-10.16, -1.56, 8.30], [-8.84, -1.82, 6.25], [-7.74, -2.07, 7.67], [-7.19, -2.02, 5.00], [-4.90, -2.13, 4.08], [-2.86, -3.34, 3.69], [-2.78, -5.08, 6.98], [-0.90, -6.43, 7.77], [1.93, -6.04, 7.53], [1.00, -7.33, 8.36], [3.68, -7.57, 6.89], [3.40, -7.82, 8.66], [2.91, -9.49, 5.43], [1.89, -10.72, 6.27], [0.04, -9.26, 6.40], [0.73, -8.87, 4.79], [0.63, -6.74, 3.73], [-1.09, -5.06, 2.97], [-4.40, -6.08, 5.87], [-6.73, -5.97, 6.70], [-9.56, -3.91, 4.98], [-9.10, -5.50, 5.70], [-11.52, -4.65, 6.11], [-10.56, -5.21, 7.54]],
  "homo_energy_ev": -5.3,
  "gap_ha": 0.090,
  "e_above_lowest_kj_mol": 0.00,
  "largest_force_ev_per_a": 1.99,
  "lumo_energy_ev": -2.82
}


No. 5
{
  "formula": "C32H36F6IrN5O6PS2",
  "method": "ωB97M-V/def2-TZVPD",
  "elements": ["Ir", "F", "C", "C", "C", "C", "O", "C", "C", "N", "C", "C", "C", "C", "C", "C", "N", "C", "C", "N", "C", "C", "C", "O", "O", "H", "H", "H", "H", "H", "H", "H", "H", "H", "H", "H", "H", "H", "H", "H", "H", "H", "H", "C", "C", "O", "P", "S", "S", "O", "C", "C", "H", "H", "H", "H", "H", "H", "H", "H", "H", "H", "F", "C", "C", "F", "C", "F", "C", "O", "C", "F", "C", "F", "C", "C", "C", "C", "N", "N", "C", "H", "H", "H", "H", "H", "H", "H", "H"],
  "coordinates": [[-0.23, -0.10, 0.69], [6.02, -2.14, 1.77], [5.54, -1.43, 0.72], [4.19, -1.33, 0.55], [3.68, -0.63, -0.54], [2.24, -0.54, -0.72], [1.50, -1.17, 0.09], [1.77, 0.24, -1.81], [2.69, 0.82, -2.64], [4.03, 0.75, -2.47], [4.90, 1.40, -3.43], [5.71, 2.58, -2.98], [4.55, 2.78, -3.90], [4.56, 0.01, -1.43], [5.94, -0.10, -1.23], [6.45, -0.82, -0.16], [7.86, -0.88, 0.00], [8.66, -1.39, -1.11], [9.90, -0.49, -1.23], [10.13, 0.14, 0.12], [9.95, -0.87, 1.21], [8.45, -1.24, 1.28], [0.31, 0.46, -2.17], [0.07, 0.91, -3.28], [-0.58, 0.13, -1.31], [3.51, -1.81, 1.24], [2.33, 1.38, -3.49], [5.34, 0.72, -4.15], [6.71, 2.69, -3.37], [5.58, 2.89, -1.95], [4.73, 3.00, -4.93], [3.66, 3.24, -3.48], [6.61, 0.41, -1.90], [8.09, -1.37, -2.03], [8.95, -2.43, -0.93], [9.77, 0.32, -1.94], [10.80, -1.06, -1.49], [9.42, 0.86, 0.24], [11.05, 0.58, 0.16], [10.31, -0.44, 2.15], [10.58, -1.72, 0.96], [7.96, -0.67, 2.07], [8.37, -2.30, 1.52], [4.32, 0.13, 4.32], [3.27, 1.20, 4.51], [2.80, 1.65, 3.22], [1.33, 1.28, 2.75], [1.13, 1.90, 0.86], [0.83, -0.65, 2.86], [0.49, 2.12, 3.80], [-0.96, 2.08, 3.85], [-1.42, 3.20, 4.75], [4.81, -0.10, 5.26], [5.08, 0.47, 3.61], [3.87, -0.79, 3.93], [3.68, 2.08, 5.01], [2.44, 0.84, 5.11], [-1.25, 1.10, 4.24], [-1.34, 2.19, 2.84], [-1.04, 3.07, 5.76], [-2.51, 3.20, 4.79], [-1.08, 4.16, 4.36], [-4.25, 3.80, -3.09], [-3.67, 3.13, -2.09], [-3.87, 1.76, -1.95], [-4.63, 1.11, -2.84], [-3.27, 1.08, -0.91], [-3.48, -0.24, -0.81], [-2.46, 1.71, 0.02], [-1.89, 1.07, 1.04], [-2.30, 3.09, -0.12], [-1.56, 3.77, 0.77], [-2.89, 3.79, -1.16], [-2.71, 5.11, -1.26], [-4.84, -2.32, 2.43], [-3.48, -2.42, 1.83], [-2.74, -3.51, 1.42], [-1.55, -2.99, 0.89], [-1.58, -1.67, 0.99], [-2.74, -1.34, 1.57], [-0.40, -3.73, 0.30], [-5.02, -3.15, 3.11], [-5.61, -2.35, 1.66], [-4.96, -1.39, 2.99], [-3.02, -4.55, 1.49], [-2.95, -0.34, 1.60], [-0.76, -4.43, -0.46], [0.12, -4.32, 1.07], [0.31, -3.05, -0.15]],
  "homo_energy_ev": -9.4,
  "gap_ha": 0.221,
  "charge": 1,
  "e_above_lowest_kj_mol": 36.04,
  "largest_force_ev_per_a": 0.76,
  "lumo_energy_ev": -3.42
}


No. 6
{
  "formula": "C32H36N6O4PSZn",
  "method": "ωB97M-V/def2-TZVPD",
  "elements": ["Zn", "O", "C", "C", "C", "C", "C", "C", "C", "O", "N", "N", "C", "C", "C", "C", "C", "C", "N", "H", "H", "H", "H", "H", "H", "H", "H", "H", "H", "C", "C", "C", "C", "C", "C", "C", "C", "S", "C", "N", "C", "C", "C", "C", "C", "C", "C", "C", "H", "H", "H", "H", "H", "H", "H", "H", "H", "H", "H", "H", "H", "H", "H", "H", "N", "C", "P", "O", "O", "C", "N", "H", "H", "H", "H", "H", "H", "H", "H", "H", "H"],
  "coordinates": [[-0.82, -0.16, -0.57], [2.54, 3.25, 1.02], [2.36, 4.06, -0.04], [3.37, 4.98, -0.33], [3.22, 5.87, -1.37], [2.06, 5.88, -2.15], [1.08, 4.96, -1.89], [1.22, 4.02, -0.86], [0.18, 3.01, -0.66], [-0.48, 2.51, -1.70], [-0.12, 2.62, 0.54], [-1.01, 1.56, 0.52], [-2.06, 1.66, 1.23], [-3.05, 0.57, 1.18], [-4.06, 0.46, 2.11], [-4.94, -0.61, 2.00], [-4.77, -1.51, 0.96], [-3.74, -1.31, 0.06], [-2.90, -0.29, 0.16], [1.72, 2.77, 1.19], [4.26, 4.97, 0.28], [4.02, 6.57, -1.58], [1.94, 6.61, -2.94], [0.16, 4.96, -2.47], [-2.24, 2.55, 1.83], [-4.15, 1.18, 2.91], [-5.73, -0.75, 2.72], [-5.44, -2.36, 0.84], [-3.57, -1.98, -0.78], [-3.40, -0.20, 6.06], [-1.91, -0.36, 5.71], [-1.15, -0.88, 6.94], [-1.35, 1.01, 5.34], [-1.77, -1.36, 4.57], [-2.21, -2.69, 4.76], [-2.11, -3.65, 3.78], [-1.55, -3.29, 2.56], [-1.26, -4.24, 1.14], [-0.61, -2.84, 0.35], [-0.61, -1.75, 1.07], [-1.12, -1.98, 2.34], [-1.21, -1.02, 3.35], [-0.21, -2.85, -1.07], [0.19, -4.03, -1.69], [0.55, -4.01, -3.03], [0.50, -2.81, -3.73], [0.10, -1.64, -3.10], [-0.25, -1.62, -1.75], [-3.52, 0.56, 6.83], [-3.82, -1.13, 6.44], [-3.97, 0.10, 5.18], [-1.18, -0.14, 7.74], [-0.11, -1.08, 6.70], [-1.59, -1.80, 7.33], [-1.48, 1.70, 6.18], [-1.86, 1.45, 4.48], [-0.28, 0.97, 5.12], [-2.65, -2.97, 5.71], [-2.44, -4.67, 3.96], [-0.82, -0.04, 3.16], [0.22, -4.96, -1.14], [0.86, -4.92, -3.52], [0.77, -2.79, -4.78], [0.04, -0.72, -3.67], [1.79, 2.71, -3.69], [2.54, 1.46, -3.86], [3.32, 1.07, -2.28], [4.07, 2.22, -1.75], [2.12, 0.54, -1.34], [4.26, -0.48, -2.49], [4.28, -1.13, -1.18], [0.00, 2.67, -2.57], [1.38, 3.00, -4.57], [2.44, 3.44, -3.40], [3.35, 1.53, -4.60], [1.88, 0.65, -4.15], [5.24, -0.25, -2.91], [3.71, -1.11, -3.19], [2.45, -0.30, -0.94], [4.83, -0.58, -0.53], [4.70, -2.05, -1.23]],
  "homo_energy_ev": -10.7,
  "gap_ha": 0.267,
  "charge": 1,
  "largest_force_ev_per_a": 0.97,
  "lumo_energy_ev": -3.39
}